[1]
The following is a DFT calculation (ωB97M-V/def2-TZVPD) of C17H16AuCl2N2OS2 as an isolated structure in a non-equilibrium geometry.

LUMO level (hartree): -0.2257
E_tot (a.u.): -2694.29214
HOMO energy (eV): -11.39
Kohn-Sham gap (eV): 5.2

```
! RIJCOSX wB97M-V def2-TZVPD def2/J DEFGRID3
* xyz 1 1
Au 0.08 -0.34 0.04
C -2.43 3.18 -0.78
C -1.32 2.32 -0.25
N -1.27 1.07 -0.62
N -2.30 0.59 -1.43
C -2.49 -0.67 -1.38
S -1.65 -1.79 -0.35
S -3.62 -1.43 -2.51
C -2.83 -0.85 -4.06
C -1.36 -1.18 -4.10
C -0.41 -0.20 -3.83
C 0.94 -0.52 -3.79
C 1.35 -1.82 -4.02
C 0.41 -2.80 -4.31
C -0.94 -2.48 -4.35
C -0.34 2.92 0.64
C -0.67 4.14 1.27
C 0.24 4.82 2.04
C 1.54 4.32 2.19
C 1.90 3.15 1.59
C 0.97 2.38 0.84
O 1.40 1.25 0.36
H -2.71 2.86 -1.78
H -2.14 4.22 -0.79
H -3.32 3.05 -0.15
H -3.02 0.21 -4.19
H -3.39 -1.40 -4.81
H -0.73 0.83 -3.67
H 1.67 0.26 -3.59
H 2.41 -2.07 -4.00
H 0.72 -3.82 -4.50
H -1.67 -3.25 -4.56
H -1.65 4.56 1.15
H -0.06 5.74 2.52
H 2.25 4.87 2.79
H 2.90 2.73 1.69
Cl 3.41 -0.85 0.81
C 3.06 -2.52 0.46
Cl 1.34 -2.74 0.00
H 3.23 -3.12 1.35
H 3.65 -2.85 -0.38
*
```

[2]
The following is a DFT calculation (ωB97M-V/def2-TZVPD) of a 3-piece molecular cluster, C9H13N4 overall in a non-equilibrium geometry.

LUMO level (alpha / beta) (hartree): -0.1350 / -0.2646
Relative energy (zero: lowest compared OMol25 entry of this formula, charge and spin) (kcal/mol): 63.9
E_tot (a.u.): -569.23013
HOMO energy (alpha / beta) (eV): -10.96 / -12.45
Kohn-Sham gap (alpha / beta) (eV): 7.3 / 5.2

```
! RIJCOSX wB97M-V def2-TZVPD def2/J DEFGRID3
* xyz 1 3
C -3.15 -2.84 1.50
C -3.06 -1.51 1.78
C -2.31 -3.47 0.55
C -2.11 -0.72 1.15
C -1.17 -2.84 0.17
C -1.22 -1.48 0.41
C 2.33 0.09 -1.82
C 2.26 1.23 -0.81
C 0.83 -0.51 -0.44
N 1.49 -0.87 -1.58
N 1.21 0.62 -0.03
N 0.74 1.28 1.09
N 1.69 4.05 -1.63
H -3.95 -3.48 1.98
H -3.80 -1.03 2.50
H -2.46 -4.48 0.33
H -2.15 0.42 1.17
H -0.46 -3.20 -0.54
H 3.12 -0.06 -2.57
H 3.26 1.25 -0.37
H 1.93 2.20 -1.20
H 0.08 0.59 1.53
H 1.53 1.45 1.78
H 1.93 4.56 -0.81
H 0.87 4.51 -1.96
H 2.56 4.22 -2.22
*
```

> Which value of E_tot does entry 1 give?

-2694.29214 a.u.

> What is the formula in the second record?

C9H13N4